No. 1
A molecular structure, C6H14Cl2Si at a distorted geometry, computed with wB97M-V/def2-TZVPD.

Properties
- E_HOMO (eV) = -9.234
- ΔE to the lowest compared entry with this formula, charge and spin (kJ/mol) = 258.4
- LUMO (eV) = 0.76

Geometry as ORCA input:
```
! wB97M-V def2-TZVPD RIJCOSX def2/J DEFGRID3
* xyz 0 1
Cl 3.940 0.819 0.651
C 2.544 0.672 -1.909
C 0.863 0.314 1.013
C -0.420 -1.126 0.726
H 1.244 0.156 2.016
H -1.108 -0.554 2.678
H 2.563 0.022 -2.818
Cl 2.939 -2.076 -0.073
H -0.094 2.072 1.739
H -2.055 -1.700 1.843
Si 2.379 -0.156 -0.184
H 0.903 2.290 0.341
H -0.770 1.381 0.097
C -1.505 -0.791 1.666
H -0.056 -2.130 0.946
C -0.776 -0.909 -0.744
H -1.503 -1.616 -1.067
H -2.208 -0.122 1.349
H 3.241 1.422 -2.099
H -1.036 0.201 -0.923
H 0.087 -1.042 -1.336
H 1.633 1.250 -1.988
C 0.106 1.598 0.743
*
```

Need the natural (NBO) charges? In units of e they are:
1 Cl -0.41
2 C -1.12
3 C -0.61
4 C -0.15
5 H 0.23
6 H 0.21
7 H 0.25
8 Cl -0.35
9 H 0.23
10 H 0.21
11 Si 1.48
12 H 0.22
13 H 0.22
14 C -0.64
15 H 0.21
16 C -0.62
17 H 0.22
18 H 0.21
19 H 0.25
20 H 0.20
21 H 0.20
22 H 0.23
23 C -0.66


No. 2
4 unconnected molecules or ions with the total composition C6H14Cl4N2O4 at a distorted geometry, computed with wB97M-V/def2-TZVPD.

Properties
- E_HOMO (eV) = -10.685
- ΔE to the lowest compared entry with this formula, charge and spin (kJ/mol) = 115.0
- LUMO (eV) = 0.06
- SMILES = C[N+](=O)[O-].C[N+](=O)[O-].ClCCCl.ClCCCl

Geometry as ORCA input:
```
! wB97M-V def2-TZVPD RIJCOSX def2/J DEFGRID3
* xyz 0 1
H -0.315 -1.129 -4.564
C 1.377 -0.691 -1.050
Cl -2.683 2.930 0.454
H 1.150 -0.455 -0.011
H -3.186 0.286 -0.746
H 1.032 0.284 5.214
H -0.381 0.106 -3.313
H 2.041 -0.866 4.671
H 2.266 -0.070 -1.164
N 1.652 -2.135 -1.196
Cl 0.741 0.069 2.913
H 2.483 2.254 4.298
O -2.873 -0.026 -5.241
C -1.968 1.254 0.741
H 0.513 -0.409 -1.653
Cl 3.791 0.885 2.807
H -0.400 0.568 -5.146
N -2.194 -0.114 -4.206
O -2.604 -0.223 -3.066
H -1.845 0.985 1.790
C -0.661 -0.120 -4.342
H -0.999 1.134 0.257
H 3.288 1.142 5.214
C 2.742 1.196 4.272
C -2.749 0.054 0.226
C 1.724 0.137 4.384
Cl -1.780 -1.365 0.176
O 0.705 -2.923 -1.384
H -3.634 -0.226 0.796
O 2.768 -2.534 -1.131
*
```

Need the natural (NBO) charges? In units of e they are:
1 H 0.24
2 C -0.50
3 Cl -0.07
4 H 0.26
5 H 0.23
6 H 0.23
7 H 0.22
8 H 0.23
9 H 0.24
10 N 0.53
11 Cl -0.07
12 H 0.23
13 O -0.37
14 C -0.37
15 H 0.23
16 Cl -0.07
17 H 0.24
18 N 0.53
19 O -0.38
20 H 0.22
21 C -0.48
22 H 0.21
23 H 0.22
24 C -0.38
25 C -0.43
26 C -0.41
27 Cl -0.01
28 O -0.40
29 H 0.22
30 O -0.34


No. 3
2 unconnected molecules or ions with the total composition C6H14ClFN at a distorted geometry, computed with wB97M-V/def2-TZVPD.

Properties
- E_HOMO (eV) = -14.033
- ΔE to the lowest compared entry with this formula, charge and spin (kJ/mol) = 0.0
- LUMO (eV) = -3.85

Geometry as ORCA input:
```
! wB97M-V def2-TZVPD RIJCOSX def2/J DEFGRID3
* xyz 1 1
C -1.007 1.406 1.256
H -2.076 1.870 1.100
C -1.997 -0.883 0.352
H -0.262 2.241 1.151
H -1.948 -1.465 1.318
H 0.532 -0.706 1.384
C -1.158 0.894 -1.183
H 3.686 -0.638 -1.441
H 1.128 0.514 0.343
H -2.035 -1.526 -0.492
C -0.914 0.233 0.149
C 3.193 -0.537 -0.586
H 0.744 -1.171 -1.505
H 1.477 -2.296 -0.106
H -0.196 1.343 -1.457
C 1.067 -1.312 -0.489
H -3.093 -0.382 0.251
N 0.453 -0.359 0.447
H -0.837 1.103 2.313
F 3.728 -1.192 0.486
H -1.463 0.094 -1.896
H -1.929 1.666 -1.249
Cl 2.907 1.102 -0.145
*
```

Need the natural (NBO) charges? In units of e they are:
1 C -0.65
2 H 0.25
3 C -0.65
4 H 0.23
5 H 0.23
6 H 0.44
7 C -0.65
8 H 0.19
9 H 0.43
10 H 0.23
11 C 0.14
12 C 0.21
13 H 0.23
14 H 0.26
15 H 0.22
16 C -0.24
17 H 0.25
18 N -0.61
19 H 0.23
20 F -0.32
21 H 0.23
22 H 0.27
23 Cl 0.07


No. 4
A molecular structure, C6H14ClI2LaNO2P at a distorted geometry, computed with wB97M-V/def2-TZVPD.

Properties
- E_HOMO (spin up / spin down) (eV) = -16.389 / -16.139
- ΔE to the lowest compared entry with this formula, charge and spin (kJ/mol) = 40.5
- LUMO (spin up / spin down) (eV) = -10.61 / -10.92

Geometry as ORCA input:
```
! wB97M-V def2-TZVPD RIJCOSX def2/J DEFGRID3
* xyz 2 1
H -2.249 3.137 -0.824
H -1.754 3.432 0.863
Cl -2.580 0.122 -2.732
I -1.503 0.608 2.228
C -0.220 -3.892 0.255
H 1.556 -4.677 0.863
H 0.665 4.020 -1.935
H 1.280 3.999 0.666
H -1.089 4.459 -0.464
La -1.181 -0.660 -0.738
H 0.118 2.542 -2.792
H -1.683 -5.048 1.279
C -1.419 3.452 -0.179
H 1.621 -2.999 0.314
C 0.700 2.923 -1.944
H -0.292 -5.989 0.665
H -1.540 -5.382 -0.466
O 1.653 -0.391 2.423
C 1.142 2.917 0.820
C -0.976 -5.160 0.445
H 0.765 2.742 1.834
H 2.107 2.411 0.712
N 1.078 -3.842 0.539
P -0.048 2.261 -0.410
H 1.732 2.570 -2.035
I 2.085 -0.341 -0.808
C 0.844 -0.378 1.594
O -0.815 -2.838 -0.175
*
```

Need the natural (NBO) charges? In units of e they are:
1 H 0.26
2 H 0.25
3 Cl -0.56
4 I 0.20
5 C 0.76
6 H 0.44
7 H 0.27
8 H 0.27
9 H 0.27
10 La 1.84
11 H 0.26
12 H 0.28
13 C -0.94
14 H 0.42
15 C -0.95
16 H 0.25
17 H 0.28
18 O -0.43
19 C -0.95
20 C -0.71
21 H 0.24
22 H 0.25
23 N -0.73
24 P 0.86
25 H 0.25
26 I 0.08
27 C 0.39
28 O -0.86


No. 5
A molecular structure, C6H14ClIO3PTi at a distorted geometry, computed with wB97M-V/def2-TZVPD.

Properties
- E_HOMO (spin up / spin down) (eV) = -15.675 / -15.692
- ΔE to the lowest compared entry with this formula, charge and spin (kJ/mol) = 69.7
- LUMO (spin up / spin down) (eV) = -9.99 / -9.80

Geometry as ORCA input:
```
! wB97M-V def2-TZVPD RIJCOSX def2/J DEFGRID3
* xyz 2 2
H 3.266 2.864 -0.824
H 4.429 -6.394 -1.108
H 0.750 3.010 -2.321
Cl -0.546 -1.967 -2.077
H -2.342 1.044 -0.224
H 2.727 -0.689 -2.307
C 0.986 -0.429 1.267
H 2.156 2.275 -3.167
C 2.445 2.466 -0.212
C 1.220 2.055 -2.623
H 1.712 3.263 -0.032
Ti 0.019 -0.463 -0.454
H -1.107 1.957 -0.733
O 4.249 -4.493 0.546
P 1.648 1.098 -1.134
H 2.845 2.099 0.738
H 0.544 1.473 -3.273
H 2.755 -6.224 -1.700
I 1.797 -3.303 -0.671
O -1.384 1.045 -0.461
H 3.993 -5.295 -2.444
H 3.694 0.841 -2.344
H 3.663 -0.178 -0.859
C 3.678 -5.691 -1.476
C 3.090 0.164 -1.726
O 1.446 -0.396 2.353
C 3.520 -4.629 -0.409
*
```

Need the natural (NBO) charges? In units of e they are:
1 H 0.28
2 H 0.29
3 H 0.26
4 Cl -0.28
5 H 0.57
6 H 0.27
7 C 0.41
8 H 0.29
9 C -0.91
10 C -0.94
11 H 0.26
12 Ti 1.20
13 H 0.56
14 O -0.42
15 P 0.82
16 H 0.26
17 H 0.27
18 H 0.27
19 I 0.06
20 O -0.94
21 H 0.28
22 H 0.28
23 H 0.27
24 C -0.74
25 C -0.91
26 O -0.27
27 C 0.52


No. 6
A molecular structure, C6H14ClMgN2O2 at a distorted geometry, computed with wB97M-V/def2-TZVPD.

Properties
- E_HOMO (eV) = -10.556
- ΔE to the lowest compared entry with this formula, charge and spin (kJ/mol) = 687.7
- LUMO (eV) = -9.35

Geometry as ORCA input:
```
! wB97M-V def2-TZVPD RIJCOSX def2/J DEFGRID3
* xyz 1 1
H 23.684 -11.545 -10.315
C 22.309 -4.156 -5.968
H 22.597 -3.804 -6.958
C 24.654 -11.183 -10.654
C 24.166 -3.102 -4.658
N 24.948 -11.680 -11.987
N 23.504 -4.319 -5.176
Mg 17.981 -11.073 -13.061
H 26.440 -12.874 -11.379
Cl 18.302 -9.489 -9.357
H 27.031 -11.350 -11.874
H 21.749 -5.059 -6.211
H 25.262 -11.451 -9.791
H 24.560 -10.097 -10.674
H 21.662 -3.405 -5.515
H 23.470 -6.313 -5.629
H 25.051 -3.308 -4.056
O 25.171 -5.813 -4.588
H 26.506 -12.496 -13.181
H 23.543 -2.568 -3.941
H 24.560 -12.242 -13.908
C 26.329 -12.131 -12.169
O 22.864 -11.684 -12.953
C 24.056 -11.902 -12.990
H 24.372 -2.368 -5.437
C 24.071 -5.523 -5.154
*
```

Need the natural (NBO) charges? In units of e they are:
1 H 0.22
2 C -0.41
3 H 0.19
4 C -0.44
5 C -0.43
6 N -0.42
7 N -0.42
8 Mg 1.29
9 H 0.20
10 Cl -0.29
11 H 0.21
12 H 0.21
13 H 0.23
14 H 0.21
15 H 0.21
16 H 0.11
17 H 0.25
18 O -0.64
19 H 0.21
20 H 0.20
21 H 0.11
22 C -0.40
23 O -0.67
24 C 0.54
25 H 0.20
26 C 0.52


No. 7
A gas-phase ion, C6H14ClN3S (charge +2) at a distorted geometry, computed with wB97M-V/def2-TZVPD.

Properties
- E_HOMO (eV) = -16.909
- LUMO (eV) = -7.50
- SMILES = C/C([NH2+][C@@H](C)S)=C(\Cl)C(N)=[NH2+]

Geometry as ORCA input:
```
! wB97M-V def2-TZVPD RIJCOSX def2/J DEFGRID3
* xyz 2 1
N 1.354 0.167 2.654
S -1.461 0.590 1.378
H 0.499 -0.314 2.880
C -1.310 1.293 -0.284
Cl 1.430 -2.870 0.698
N 3.183 0.101 1.298
H 0.816 1.073 -0.773
H -2.318 2.059 -2.059
H -2.391 -0.364 1.130
N -0.073 0.647 -0.933
C -0.380 -1.696 -1.725
H -0.791 -2.512 -1.301
H -2.840 0.290 -1.372
H 0.288 -2.058 -2.470
C 0.138 -0.783 -0.608
H 3.578 -0.266 0.458
H -0.841 2.316 0.015
H 3.727 0.304 2.132
C 1.895 -0.148 1.498
H -0.151 0.697 -1.926
C -2.496 1.295 -1.266
H -3.346 1.864 -0.895
H 1.752 0.839 3.323
H -1.212 -1.249 -2.195
C 0.948 -1.275 0.343
*
```

Need the natural (NBO) charges? In units of e they are:
1 N -0.73
2 S 0.02
3 H 0.45
4 C -0.18
5 Cl 0.20
6 N -0.73
7 H 0.44
8 H 0.28
9 H 0.17
10 N -0.54
11 C -0.67
12 H 0.26
13 H 0.25
14 H 0.28
15 C 0.11
16 H 0.44
17 H 0.26
18 H 0.45
19 C 0.55
20 H 0.45
21 C -0.70
22 H 0.30
23 H 0.45
24 H 0.23
25 C -0.03


No. 8
2 unconnected molecules or ions with the total composition C6H14ClNO10P2S2, computed with wB97M-V/def2-TZVPD.

Properties
- E_HOMO (eV) = -10.523
- LUMO (eV) = -0.44
- SMILES = O=[SH](=O)C[C@@H]1COS(=O)(=O)[C@@H](Cl)[C@H]1PP(=O)(O)O.C[N+](=O)[O-]

Geometry as ORCA input:
```
! wB97M-V def2-TZVPD RIJCOSX def2/J DEFGRID3
* xyz 0 1
O -3.857 -5.264 -1.681
C -5.056 -3.428 -0.922
O 4.522 3.339 -1.034
H 0.093 1.751 -1.005
C 3.462 0.973 -0.627
H 3.810 1.008 -1.661
H 1.509 2.792 -1.077
O 5.152 2.069 1.041
C 1.054 1.961 -0.535
S 1.101 1.815 2.202
O -1.777 0.679 -1.512
O -2.917 -1.139 -0.045
O -5.775 -4.863 -2.580
H 4.006 0.173 -0.123
H 3.156 3.058 0.722
Cl 1.159 -0.970 3.068
P -0.013 -1.299 -0.147
C 1.932 0.722 -0.621
H -5.174 -2.566 -1.571
H 2.263 -1.160 0.265
C 1.728 0.140 1.820
O -0.116 1.760 2.925
P -1.848 -0.145 -0.127
H -4.183 -3.322 -0.291
S 4.184 2.478 0.065
O 2.227 2.537 2.703
O 0.754 2.450 0.785
H 1.714 0.323 -1.615
C 1.519 -0.364 0.386
N -4.878 -4.618 -1.798
H -0.350 -1.924 1.063
O -1.843 0.971 1.012
H 2.798 0.267 1.995
H -2.151 1.860 0.810
H -2.241 1.523 -1.541
H -5.964 -3.589 -0.348
*
```

Need the natural (NBO) charges? In units of e they are:
1 O -0.38
2 C -0.48
3 O -0.94
4 H 0.21
5 C -0.69
6 H 0.27
7 H 0.21
8 O -0.93
9 C -0.08
10 S 2.38
11 O -1.00
12 O -1.08
13 O -0.39
14 H 0.25
15 H 0.01
16 Cl 0.04
17 P 0.22
18 C -0.26
19 H 0.23
20 H 0.26
21 C -0.49
22 O -0.89
23 P 2.09
24 H 0.25
25 S 2.01
26 O -0.92
27 O -0.74
28 H 0.26
29 C -0.51
30 N 0.53
31 H 0.04
32 O -0.99
33 H 0.26
34 H 0.52
35 H 0.51
36 H 0.23


No. 9
A molecular structure, C6H14ClO7SV at a distorted geometry, computed with wB97M-V/def2-TZVPD.

Properties
- E_HOMO (spin up / spin down) (eV) = -13.398 / -13.398
- ΔE to the lowest compared entry with this formula, charge and spin (kJ/mol) = 0.0
- LUMO (spin up / spin down) (eV) = -6.70 / -6.26

Geometry as ORCA input:
```
! wB97M-V def2-TZVPD RIJCOSX def2/J DEFGRID3
* xyz 1 2
O 0.867 4.761 0.225
H 0.404 2.848 2.003
V 0.823 -1.646 -1.899
C 1.015 -4.856 -0.954
Cl 2.167 -0.770 -0.158
O -1.509 4.180 0.430
C 2.082 -4.236 1.015
O -0.241 3.237 -1.369
O 0.901 -3.663 -1.283
S -0.074 3.727 -0.043
H -2.911 6.442 0.971
H 1.160 1.901 0.651
H -3.773 4.926 1.435
O 1.609 -5.261 0.117
H 0.507 -5.079 -3.573
H -3.118 6.041 2.656
H -0.598 1.690 1.011
O 0.570 -5.854 -1.637
H -0.315 -6.613 -3.306
O 1.685 -1.690 -3.175
C -2.960 5.608 1.667
H -1.526 4.219 2.528
H -1.071 -5.129 -2.691
C -1.632 4.903 1.682
C -0.127 -5.634 -2.884
H -0.812 5.620 1.724
C 0.257 2.356 1.045
H 2.557 -4.740 1.852
H 2.814 -3.607 0.521
H 1.247 -3.681 1.438
*
```

Need the natural (NBO) charges? In units of e they are:
1 O -0.93
2 H 0.25
3 V 1.64
4 C 1.06
5 Cl -0.45
6 O -0.72
7 C -0.27
8 O -0.95
9 O -0.80
10 S 2.41
11 H 0.23
12 H 0.25
13 H 0.22
14 O -0.42
15 H 0.20
16 H 0.22
17 H 0.23
18 O -0.43
19 H 0.24
20 O -0.34
21 C -0.62
22 H 0.17
23 H 0.20
24 C -0.08
25 C -0.27
26 H 0.21
27 C -0.89
28 H 0.23
29 H 0.21
30 H 0.20


No. 10
A molecular structure, C6H14CoO3 at a distorted geometry, computed with wB97M-V/def2-TZVPD.

Properties
- E_HOMO (spin up / spin down) (eV) = -5.409 / -6.209
- LUMO (spin up / spin down) (eV) = 0.88 / 0.79

Geometry as ORCA input:
```
! wB97M-V def2-TZVPD RIJCOSX def2/J DEFGRID3
* xyz 0 4
Co -0.949 -1.446 -1.429
H 3.807 1.117 -2.389
O -2.325 -1.348 0.280
O 2.252 0.234 -1.331
H 2.960 -0.253 -3.173
H 0.038 -1.319 1.478
H 1.964 -0.093 1.193
H 2.984 1.788 -0.172
H -2.548 -0.654 2.220
H -0.360 -0.109 2.571
C 1.392 0.771 0.816
C 2.826 0.640 -2.551
C -2.036 -0.392 1.282
H 1.368 2.050 -0.915
H -4.249 -0.659 -0.121
H 1.418 1.540 1.605
C -0.548 -0.385 1.522
C -3.709 -1.593 0.097
H -2.445 0.588 0.990
H 2.156 1.339 -3.081
O 0.041 0.447 0.551
C 2.029 1.300 -0.442
H -3.805 -2.287 -0.748
H -4.125 -2.047 1.009
*
```

Need the natural (NBO) charges? In units of e they are:
1 Co -0.02
2 H 0.16
3 O -0.59
4 O -0.53
5 H 0.20
6 H 0.20
7 H 0.18
8 H 0.17
9 H 0.18
10 H 0.18
11 C -0.08
12 C -0.25
13 C -0.09
14 H 0.18
15 H 0.18
16 H 0.17
17 C -0.10
18 C -0.25
19 H 0.20
20 H 0.17
21 O -0.55
22 C -0.08
23 H 0.22
24 H 0.18


No. 11
A molecular structure, C6H14CuIN2O2 at a distorted geometry, computed with wB97M-V/def2-TZVPD.

Properties
- E_HOMO (spin up / spin down) (eV) = -7.202 / -8.900
- LUMO (spin up / spin down) (eV) = 0.33 / -3.21

Geometry as ORCA input:
```
! wB97M-V def2-TZVPD RIJCOSX def2/J DEFGRID3
* xyz 0 3
C -0.470 -3.718 -3.195
H -0.450 4.157 4.263
H 0.191 2.335 0.869
C 0.113 3.238 4.102
N 0.317 2.986 1.630
H 1.602 4.438 0.788
H -1.678 -1.997 -2.777
H 2.475 -3.385 -2.058
H 0.991 4.861 2.314
H -1.719 -2.445 -4.513
I -0.404 -0.244 -0.490
H -2.608 -3.384 -3.307
Cu -2.292 -0.015 1.650
C 0.692 4.375 1.385
H 0.001 2.667 5.024
H 1.153 3.558 4.041
H 1.732 -5.020 -2.159
N 0.346 -3.273 -2.252
H -0.184 4.889 0.991
O -0.870 1.477 2.689
C -0.160 2.502 2.756
C -1.693 -2.821 -3.490
O -0.330 -4.748 -3.818
C 1.597 -3.989 -1.831
H 1.510 -4.080 -0.748
H 0.138 -2.364 -1.863
*
```

Need the natural (NBO) charges? In units of e they are:
1 C 0.67
2 H 0.24
3 H 0.43
4 C -0.72
5 N -0.59
6 H 0.22
7 H 0.20
8 H 0.20
9 H 0.21
10 H 0.23
11 I -0.52
12 H 0.23
13 Cu 0.52
14 C -0.42
15 H 0.25
16 H 0.22
17 H 0.24
18 N -0.62
19 H 0.21
20 O -0.75
21 C 0.71
22 C -0.70
23 O -0.65
24 C -0.42
25 H 0.20
26 H 0.41


No. 12
A single C6H14FNO4S molecule, computed with wB97M-V/def2-TZVPD.

Properties
- E_HOMO (eV) = -10.149
- ΔE to the lowest compared entry with this formula, charge and spin (kJ/mol) = 23.2
- LUMO (eV) = 0.70
- SMILES = CCCOCN(OCC)S(=O)(=O)F

Geometry as ORCA input:
```
! wB97M-V def2-TZVPD RIJCOSX def2/J DEFGRID3
* xyz 0 1
C 0.128 0.543 0.324
O -0.179 3.208 -0.613
H -3.656 -0.379 1.256
H -2.070 -1.153 1.315
S -1.219 2.362 -1.071
H 0.019 -0.479 0.698
O -2.569 2.772 -1.156
H -2.141 -1.254 -1.263
F -0.800 1.908 -2.502
H 3.676 -1.521 -0.148
H 3.701 -0.841 2.157
C -3.023 -1.207 -0.628
C 2.845 -0.518 1.565
H -3.350 -2.230 -0.431
H 1.325 -1.434 -0.710
O -2.200 0.792 0.599
H -3.822 -0.695 -1.164
H 2.600 0.498 1.878
H 2.250 -0.483 -1.871
C 3.159 -0.582 0.073
H 0.291 1.223 1.166
C -2.734 -0.539 0.698
C 1.937 -0.530 -0.827
O 1.140 0.632 -0.619
H 2.003 -1.164 1.826
H 3.841 0.223 -0.208
N -1.151 0.852 -0.345
*
```

Need the natural (NBO) charges? In units of e they are:
1 C 0.09
2 O -0.89
3 H 0.20
4 H 0.16
5 S 2.51
6 H 0.17
7 O -0.88
8 H 0.22
9 F -0.47
10 H 0.21
11 H 0.22
12 C -0.65
13 C -0.62
14 H 0.22
15 H 0.16
16 O -0.38
17 H 0.22
18 H 0.21
19 H 0.20
20 C -0.43
21 H 0.18
22 C -0.07
23 C -0.05
24 O -0.53
25 H 0.20
26 H 0.21
27 N -0.43